# 1
195
Properties=species:S:1:pos:R:3:forces:R:3:mulliken_charge:R:1 method="wB97M-V/def2-TZVPD" energy_ha=-7471.48272 smiles="CCOC(=O)C(F)(F)F.CCOC(=O)C(F)(F)F.CCOC(=O)C(F)(F)F.COCCOCCOC.COCCOCCOC.COCCOCCOC.COCCOCCOC.COCCOCCOC.COCCOCCOC.ClCCl.ClCCl.ClCCl" charge=0
C 5.709413 -3.676234 3.275181 -1.1 -0.6 -0.4 -0.673
O 4.491369 -2.997743 2.921088 1.5 0.8 1.5 -0.045
C 3.751864 -3.640564 1.978496 -2.4 -1.1 0.0 -1.152
C 2.505813 -2.832016 1.593070 0.9 1.1 0.1 0.239
O 1.434846 -2.827769 2.497808 -0.8 -1.6 -1.4 -0.008
C 1.396756 -1.872308 3.467789 -1.9 0.7 0.4 0.096
C 0.133937 -2.006844 4.314233 1.2 -0.8 -0.9 -1.120
O -0.905809 -1.377259 3.653958 -1.4 0.4 0.5 0.145
C -1.923797 -1.017111 4.582319 -0.3 -0.6 0.8 -0.558
H 5.373562 -4.676026 3.659867 0.9 0.7 0.0 0.328
H 6.259567 -3.063216 3.977876 -0.4 0.0 0.5 0.032
H 6.408320 -3.807325 2.429279 -0.5 -0.1 -0.1 0.265
H 3.369732 -4.678096 2.304506 0.8 1.1 -0.4 0.223
H 4.300457 -3.676118 1.066850 0.7 -0.6 -1.1 0.537
H 2.143124 -3.257921 0.659433 -0.1 0.1 0.0 -0.093
H 2.830056 -1.769579 1.448401 -0.1 -0.6 -0.2 0.216
H 1.383422 -0.838025 3.088836 0.2 -0.1 -0.2 -0.415
H 2.185811 -2.013256 4.111924 2.3 0.0 1.6 0.620
H 0.387277 -1.483620 5.210417 -0.1 0.4 1.0 0.658
H -0.097108 -3.060425 4.565693 0.1 0.3 -0.1 0.144
H -2.576490 -0.310140 4.097119 -0.1 0.4 0.0 0.006
H -1.468485 -0.595845 5.523152 -0.4 -0.1 -0.9 0.324
H -2.594058 -1.866461 4.914068 0.9 0.4 -0.5 0.211
C 4.315986 7.378698 -1.781212 -1.5 -0.7 0.4 -0.742
O 4.289753 5.957851 -1.567836 0.3 0.0 -1.6 -0.147
C 4.365692 5.335302 -2.905036 -2.3 0.4 0.4 -0.595
C 4.525211 3.824776 -2.836993 1.9 0.8 -0.7 -0.593
O 3.415807 3.043927 -2.814002 -2.7 -0.6 1.0 -0.265
C 2.514064 3.388691 -1.731580 -1.2 0.4 -0.1 0.569
C 1.091470 3.893745 -2.201518 0.9 -0.8 0.1 0.207
O 1.188191 5.140107 -2.819566 -0.7 0.3 0.1 -0.234
C -0.130232 5.619890 -3.190688 2.1 -0.1 0.3 -0.696
H 5.295740 7.725910 -1.993499 1.1 0.2 -0.6 0.330
H 3.996005 7.879952 -0.872904 -0.1 -0.1 0.2 0.171
H 3.599733 7.633607 -2.583436 0.4 0.1 0.2 0.287
H 5.258475 5.711062 -3.385730 0.1 0.4 -0.4 0.552
H 3.351969 5.613930 -3.465728 2.3 -0.5 0.9 0.188
H 5.227077 3.600453 -2.042201 0.1 -0.1 0.8 0.305
H 5.090134 3.488593 -3.714312 -0.2 0.3 -0.2 0.446
H 3.001971 4.166751 -1.095130 -0.6 -0.8 -0.4 -0.063
H 2.203830 2.495913 -1.147193 0.9 0.2 -0.2 -0.441
H 0.393916 3.950356 -1.313053 0.7 -0.2 -0.6 0.175
H 0.670313 3.140983 -2.928773 0.3 0.4 0.6 -0.263
H -0.770139 5.618517 -2.302370 -0.2 0.1 -0.2 0.286
H -0.471731 4.936990 -3.962830 -0.6 0.2 -0.2 0.231
H 0.119164 6.624187 -3.555164 -0.8 -0.2 -0.1 0.255
C -4.854993 6.882039 3.238140 0.2 1.3 1.7 -0.726
O -5.210687 5.573499 3.409614 -0.1 -2.3 0.5 -0.320
C -6.308506 5.138896 2.685170 -1.9 0.3 -0.2 -0.401
C -6.731673 3.705878 2.976410 0.6 0.1 0.7 -0.943
O -6.011478 2.726449 2.276990 0.6 0.9 -0.7 0.013
C -6.566300 1.436935 2.266839 0.7 -0.5 0.2 -1.069
C -5.676383 0.576868 1.327132 -0.5 0.1 0.5 0.617
O -4.382382 0.543311 1.887219 0.3 0.8 0.4 -0.480
C -3.678172 -0.654528 1.699549 -1.9 -1.7 -0.4 0.674
H -5.481280 7.625390 3.856648 0.6 -1.0 -0.9 0.260
H -4.879951 7.127157 2.196266 0.2 0.6 -0.7 0.339
H -3.850002 6.854954 3.670132 0.1 0.9 -0.4 0.233
H -6.181773 5.242145 1.597114 0.2 0.2 0.1 0.270
H -7.179292 5.787126 3.007405 0.5 -0.6 -0.5 0.449
H -7.761771 3.584702 2.748752 -1.3 0.2 -0.5 0.449
H -6.678078 3.572265 4.054492 0.3 -0.3 0.4 0.335
H -7.638230 1.458459 1.958526 0.6 -0.1 0.1 0.449
H -6.432777 1.041068 3.303102 -0.5 -0.2 -0.6 0.237
H -5.640609 0.991041 0.314896 0.0 0.3 0.0 -0.251
H -6.090041 -0.435430 1.206541 0.0 0.0 0.4 0.177
H -2.628181 -0.545849 1.920122 0.2 0.2 0.0 -0.431
H -3.871581 -1.002741 0.664739 0.7 0.0 0.3 -0.194
H -4.146649 -1.468933 2.345544 0.7 0.7 -0.5 0.212
C 1.496745 3.734557 4.094365 0.5 -1.1 -1.3 -0.195
O 2.900151 3.635129 3.727707 -0.5 1.9 1.6 -0.463
C 3.170151 2.633094 2.804117 -0.9 0.5 0.0 -0.170
C 3.437515 1.340504 3.522614 -1.4 -0.2 0.1 0.575
O 4.627334 1.391738 4.268505 -0.2 -1.0 -0.2 -0.462
C 5.783265 1.447110 3.462978 -0.2 1.0 -0.5 -0.137
C 6.990552 0.966272 4.180703 1.1 0.2 -0.3 -1.029
O 7.054986 -0.426855 4.361948 -0.5 -0.5 0.3 -0.136
C 8.243207 -0.972879 4.948993 0.1 1.6 -1.1 -0.799
H 0.948133 4.060865 3.173897 0.1 -0.6 0.9 -0.075
H 1.316497 4.447971 4.875798 0.5 0.6 0.3 0.344
H 1.147787 2.762462 4.516923 0.0 0.5 -0.7 0.157
H 4.073612 2.885245 2.236011 -0.2 0.3 0.0 0.234
H 2.295532 2.674843 2.129495 0.5 -1.0 -0.3 0.074
H 3.413729 0.614449 2.719606 0.5 -1.0 0.0 -0.240
H 2.596112 1.076170 4.219936 0.9 0.3 -0.5 0.108
H 5.898175 2.537327 3.211878 0.6 -0.9 0.0 0.191
H 5.756037 0.874789 2.544950 -0.8 -0.2 -0.4 0.350
H 7.010997 1.548225 5.062619 0.3 0.2 1.7 0.459
H 7.862930 1.299629 3.600019 0.0 -0.1 -0.1 0.445
H 9.099128 -0.378667 4.545353 -0.2 -0.6 0.3 0.327
H 8.316605 -1.998308 4.596006 0.0 0.0 0.2 0.233
H 8.272544 -0.900764 6.037969 -0.2 -0.1 0.0 0.275
C -0.412125 0.104504 -5.686123 1.2 -1.3 0.5 -0.916
O 0.255695 -1.173824 -5.408208 -0.1 1.8 1.0 -0.035
C 0.029780 -2.100675 -6.388707 -1.2 -0.8 -1.3 -0.570
C 0.838425 -3.350663 -6.181813 -0.7 -0.3 -0.7 -0.595
O 0.450348 -4.097719 -5.036190 0.1 -0.2 -0.9 -0.375
C 1.367618 -3.949672 -3.990461 0.4 2.5 -0.1 -0.443
C 1.166457 -4.931228 -2.902852 -0.3 0.7 0.2 0.439
O 1.634528 -6.155351 -3.340659 -0.6 -1.2 0.1 -0.438
C 1.419009 -7.254199 -2.460086 0.8 0.1 0.9 -0.598
H -0.203777 0.755235 -4.792780 -0.5 -0.6 -1.0 0.105
H -1.462925 -0.191218 -5.836569 0.1 0.9 0.0 0.381
H 0.059922 0.535068 -6.598714 -0.6 -0.1 0.5 0.392
H 0.329182 -1.725681 -7.364956 0.3 0.3 -0.5 0.426
H -1.054342 -2.352494 -6.556186 0.5 0.2 0.6 0.327
H 1.892404 -2.998117 -6.212227 -0.3 -0.8 0.4 0.296
H 0.603844 -4.000605 -7.056831 0.5 0.4 0.4 0.325
H 1.191043 -2.883333 -3.623123 0.7 -1.1 0.1 0.073
H 2.375002 -4.034752 -4.421192 0.1 0.1 0.4 0.608
H 0.095568 -4.882353 -2.698544 -0.3 -0.6 0.3 -0.124
H 1.689524 -4.590195 -2.006517 0.1 0.0 0.2 0.042
H 0.399807 -7.339663 -1.965681 0.9 0.2 -1.1 0.186
H 2.146764 -7.177153 -1.594073 -0.6 -0.2 -0.8 0.233
H 1.699462 -8.126818 -3.078570 -0.5 0.2 0.6 0.300
C -6.074207 -4.174663 3.280442 0.6 -1.2 -0.8 -0.773
O -6.195018 -3.681866 1.941264 0.2 0.0 0.9 -0.215
C -6.189017 -4.642732 0.934107 -0.1 0.1 -1.2 -0.409
C -6.388212 -3.903263 -0.397141 2.1 -0.9 -0.1 -0.777
O -5.139545 -3.183963 -0.690775 -0.7 -1.2 1.1 0.080
C -5.206309 -2.077393 -1.515344 -1.2 -0.4 -2.7 0.077
C -4.133701 -2.136494 -2.603425 0.8 1.4 0.2 -0.356
O -2.862288 -2.088277 -1.978151 1.7 0.4 0.2 1.255
C -1.811460 -2.170514 -2.958034 1.1 -0.8 1.0 -1.880
H -6.739975 -5.019754 3.499989 -0.4 0.2 -0.3 0.398
H -6.367148 -3.349017 3.915507 0.5 0.1 0.3 0.236
H -5.065346 -4.656300 3.442931 -0.6 1.1 0.1 0.181
H -7.067541 -5.289371 1.013017 0.0 -0.4 0.3 0.513
H -5.263775 -5.272962 0.885709 -0.6 0.5 0.2 0.140
H -7.167376 -3.201342 -0.283547 -1.0 0.8 0.1 0.549
H -6.667868 -4.668668 -1.177096 0.5 0.9 0.4 0.214
H -5.116119 -1.073740 -1.106703 0.1 -0.1 1.1 -0.582
H -6.203086 -2.074662 -2.036703 0.8 0.1 0.2 0.552
H -4.189307 -1.108893 -3.135599 -0.4 -2.1 -0.2 -0.281
H -4.053727 -3.086948 -3.167660 -1.1 0.7 -0.5 0.461
H -1.674548 -3.194715 -3.296141 -0.7 -0.3 -0.8 0.647
H -0.775051 -2.034840 -2.564375 -1.2 0.3 0.4 -0.261
H -1.882092 -1.451560 -3.759366 -0.5 0.1 -0.5 0.575
C -2.528891 -5.226099 -0.528310 0.7 -1.6 -0.5 -1.052
C -2.097083 -4.112921 0.343304 0.1 -0.1 0.0 1.184
O -1.622342 -4.545646 1.624715 0.3 -0.2 0.6 -0.322
C -0.350215 -4.873966 1.635659 0.8 -1.6 -1.1 0.391
O 0.427043 -4.804703 0.706514 -0.5 0.0 1.1 -0.355
C -0.068067 -5.784355 2.876857 -1.1 0.4 1.7 0.524
F -0.367958 -7.074235 2.582501 0.3 0.8 -0.2 -0.263
F 1.147968 -5.746995 3.404848 0.1 0.0 -0.8 -0.195
F -0.908462 -5.410340 3.901241 0.4 -0.4 -0.7 -0.254
H -3.349418 -5.748112 -0.062454 -0.2 -0.5 0.2 0.310
H -1.709275 -5.958730 -0.803646 -0.9 0.9 0.4 0.064
H -2.938316 -4.780338 -1.420603 0.0 0.1 -0.5 0.095
H -2.942684 -3.509696 0.540103 -0.6 1.0 0.2 -0.391
H -1.297463 -3.600537 -0.114455 0.6 1.1 -0.5 0.154
C 4.404385 -0.266489 -4.014494 -0.3 0.1 -0.2 -0.805
C 5.344055 -1.243023 -3.316232 0.0 1.2 -1.4 -0.343
O 6.255974 -0.612685 -2.371596 0.1 -0.3 -0.5 -0.316
C 5.845205 -0.621225 -1.124272 -1.3 -0.6 0.0 0.078
O 4.693300 -0.670876 -0.773934 0.7 0.2 0.3 -0.150
C 7.034375 -0.879316 -0.197659 0.4 1.4 1.0 0.788
F 8.142265 -0.230612 -0.615362 -0.4 -0.4 0.2 -0.286
F 6.785861 -0.478432 1.076996 0.2 -0.5 -1.1 -0.216
F 7.262394 -2.188954 -0.205700 0.2 -0.1 0.1 -0.249
H 4.968247 0.638667 -4.289287 0.0 -0.5 -0.5 0.294
H 3.682559 0.153884 -3.319786 -0.6 -0.4 -0.1 0.101
H 3.933904 -0.783581 -4.932022 0.6 1.0 1.5 0.297
H 5.978773 -1.571258 -4.119349 0.6 -0.6 0.1 0.374
H 4.848541 -2.073079 -2.859903 -0.3 -0.4 0.5 0.380
C -2.651856 2.811575 -3.963370 0.9 -0.5 1.0 -0.883
C -3.023163 1.921548 -2.744472 -0.5 0.6 -1.3 1.190
O -4.469387 2.080852 -2.577003 0.4 0.0 0.9 -0.177
C -5.163602 1.396989 -3.393427 -1.1 -2.3 -3.6 0.554
O -4.786181 0.765322 -4.403830 -1.0 1.6 2.8 -0.609
C -6.693818 1.351487 -3.030224 -0.6 1.5 1.6 0.635
F -7.138852 0.118626 -2.978077 0.1 -0.9 -0.6 -0.222
F -6.988622 1.872302 -1.786472 0.9 -0.2 -0.7 -0.225
F -7.458245 2.066038 -3.861511 0.5 -0.3 -0.5 -0.287
H -1.570027 2.724892 -4.169041 -0.3 0.3 0.3 0.003
H -2.915765 3.867046 -3.728938 0.2 -0.8 -0.4 0.232
H -3.121153 2.415515 -4.855098 -0.4 0.2 0.0 0.477
H -2.703721 2.277960 -1.801390 0.9 0.4 0.7 0.038
H -2.813635 0.848135 -2.818454 0.1 0.3 -0.3 -0.626
C 3.650113 5.873849 1.575368 0.0 1.5 1.3 -0.365
Cl 2.053361 5.586897 0.971417 -0.5 -0.1 -0.2 0.046
Cl 3.871830 7.685606 1.961698 0.0 -1.2 -0.3 -0.225
H 3.765928 5.356224 2.523840 0.0 0.0 -0.1 0.294
H 4.387335 5.619818 0.855792 0.5 -0.1 -0.7 0.265
C -2.817626 3.932703 1.572952 0.1 0.3 -0.2 1.215
Cl -3.486135 4.129028 -0.065250 0.4 0.2 -0.1 -0.191
Cl -1.364970 4.908957 1.960861 -0.4 0.0 -0.4 -0.180
H -3.632935 4.274739 2.192171 0.2 -0.4 0.6 -0.242
H -2.489389 2.909594 1.660541 -0.4 -0.2 0.2 -0.678
C 0.521590 0.089692 0.360317 0.8 1.4 -1.2 1.238
Cl -0.159287 1.425708 1.274270 0.2 0.7 0.4 0.086
Cl -0.615127 -0.359548 -0.865457 -0.4 -0.3 -0.5 -0.059
H 1.480687 0.380927 -0.147983 -0.9 -0.3 0.8 -0.056
H 0.606566 -0.705885 1.030910 0.4 -1.3 0.9 -1.379

=====

# 2
12
Properties=species:S:1:pos:R:3:forces:R:3:mulliken_charge:R:1 method="wB97M-V/def2-TZVPD" energy_ha=-210.68839 de_lowest_kcal_mol=40.6 charge=+1
O -0.066569 3.157146 -1.196913 -1.7 0.4 -1.3 -0.667
H -0.730054 -0.440759 1.311971 -0.6 0.1 -0.9 0.318
H -0.564688 3.147662 -2.079599 1.1 0.1 1.9 0.340
H -0.580623 3.800461 -0.660517 0.5 -0.5 -0.5 0.335
C -0.547050 -2.359014 0.372723 0.0 -0.2 1.0 -0.666
C 0.996818 -0.428202 0.437219 -2.6 1.9 2.0 -0.058
N -0.176651 -0.924240 0.597322 0.9 0.2 1.4 -0.065
H -1.567431 -2.364312 -0.021499 0.1 -0.1 0.3 0.278
H -0.520868 -2.816743 1.447051 0.0 0.4 -2.2 0.302
H 0.103313 -2.847037 -0.400865 -0.3 0.5 1.1 0.336
H 1.297911 0.570181 0.854516 -0.5 -1.0 -0.7 0.254
H 1.632942 -1.113642 0.083336 3.0 -1.8 -2.0 0.293

=====

# 3
12
Properties=species:S:1:pos:R:3:forces:R:3:mulliken_charge:R:1 method="wB97M-V/def2-TZVPD" energy_ha=-410.83068 de_lowest_kcal_mol=108.3 charge=0
C -1.445736 -0.145397 -0.025317 7.1 -2.6 0.7 0.621
C -1.299151 1.239561 -0.062433 -3.6 1.9 0.4 -0.171
C 2.127901 0.287498 -0.158798 -2.9 -8.7 2.9 0.042
H -1.898023 -2.069084 -0.058700 -0.3 3.1 0.1 0.414
H -2.319657 1.912605 -0.053610 3.4 -1.1 -0.2 0.275
H 2.545178 1.227501 -0.181215 1.6 1.6 -0.5 0.378
H 1.559522 -1.601466 0.204825 3.3 2.0 -0.9 0.400
N -0.038411 1.577475 0.046968 1.5 -1.0 0.6 -0.662
N 0.707523 0.378942 0.258705 -4.2 1.9 -2.5 0.468
N 2.546902 -1.011637 -0.028286 -3.1 3.9 -0.6 -0.596
N -0.211769 -0.687670 0.089935 2.2 2.3 0.5 -0.590
O -2.274275 -1.108333 -0.032073 -5.0 -3.3 -0.5 -0.577

=====

# 4
23
Properties=species:S:1:pos:R:3:forces:R:3:mulliken_charge:R:1 method="wB97M-V/def2-TZVPD" energy_ha=-404.10021 de_lowest_kcal_mol=40.1 charge=+1
C 0.234316 0.660308 -1.054293 0.2 0.0 -0.6 -1.332
C 0.236429 0.070802 0.399626 0.0 -0.1 -2.1 0.809
C -0.591097 1.058478 1.180629 -2.4 -0.7 1.5 -1.544
N -0.399646 -1.371025 0.230748 1.5 0.7 -2.5 -0.234
H 1.127282 0.766908 -1.656609 0.9 -0.3 0.7 0.330
H -0.410988 0.219912 -1.818385 -0.6 -0.4 0.8 0.322
H -0.078273 1.676531 -0.913127 -0.2 0.0 -0.5 0.351
H 1.217897 -0.234491 0.848502 -0.8 1.0 -0.5 0.385
H -0.433631 1.012402 2.244907 0.5 0.2 0.5 0.368
H -1.659776 0.761398 1.153682 0.3 -0.3 -0.3 0.384
H -0.751834 2.100318 0.859123 1.2 -0.5 -0.1 0.344
H 0.468928 -1.919959 0.260153 -0.8 -0.7 1.0 0.396
H -1.161164 -1.674336 0.816557 0.1 -0.2 0.6 0.300
H -0.667932 -1.497228 -0.790620 -0.6 0.5 1.3 0.200
H 1.398287 3.710675 -1.336878 -0.1 -0.3 0.4 0.283
H 1.355101 3.587337 0.187060 0.1 0.0 -0.1 0.290
O 1.220182 3.074152 -0.620172 0.5 1.3 0.0 -0.598
H 1.489096 -1.503760 2.887766 0.1 -0.2 0.0 0.313
H 1.564318 -3.017780 2.980133 0.0 0.0 -0.2 0.303
O 1.376670 -2.304483 2.357304 -0.1 0.3 0.2 -0.601
H -2.589902 -1.932895 -2.649430 -0.1 0.1 0.2 0.300
H -1.163128 -1.803125 -3.108661 0.0 0.2 0.0 0.329
O -1.781135 -1.440140 -2.458015 0.2 -0.6 -0.2 -0.696

=====

Maximum force for the records above, in order: 4.39; 4.03; 9.59; 2.97 eV/A
HOMO for the records above, in order: -0.335; -0.537; -0.344; -0.538 Eh
Lowest unoccupied orbital energy for the records above, in order: 0.6; -5.4; 0.0; -2.8 eV